[1]
{"formula": "C2H12N2O4", "method": "the ωB97M-V functional and the def2-TZVPD basis", "de_lowest_kj_mol": 167.8, "homo_ev": -9.54, "orbital_gap_ha": 0.3733, "max_force_ev_per_a": 4.98, "spin_multiplicity": 1, "smiles": "CNC(N)=O.O.O.O", "species": ["C", "N", "C", "N", "O", "H", "H", "H", "H", "H", "H", "O", "H", "H", "O", "H", "H", "O", "H", "H"], "coordinates": [[0.9300, -0.0772, 1.6394], [0.5565, 1.1738, 0.9141], [-0.8419, 1.2665, 0.7146], [-1.5390, 2.2395, 0.0206], [-1.5653, 0.4900, 1.3737], [1.0286, -0.9769, 0.9966], [0.1302, -0.4263, 2.4081], [1.9245, -0.0563, 2.1287], [1.2699, 1.4175, 0.2057], [-1.2047, 3.0244, -0.3338], [-2.4709, 2.1341, -0.0239], [-0.7084, -2.3293, 0.1454], [-1.5411, -2.6804, 0.1261], [-0.5574, -1.4176, 0.4438], [-0.1341, -1.0951, -2.3160], [-0.1403, -1.6187, -1.5368], [-1.0232, -0.7298, -2.4620], [1.9874, 0.1096, -1.1670], [2.6085, -0.5895, -1.4700], [1.2909, 0.1418, -1.8074]], "mulliken_charge": [-0.959, -0.187, 0.599, -0.384, -0.652, 0.323, 0.375, 0.310, 0.322, 0.127, 0.196, -0.692, 0.247, 0.362, -0.673, 0.398, 0.294, -0.622, 0.270, 0.345]}

[2]
{"formula": "C2H12NO2", "method": "the ωB97M-V functional and the def2-TZVPD basis", "de_lowest_kj_mol": 159.9, "homo_ev": -14.22, "orbital_gap_ha": 0.3921, "total_charge": 1, "max_force_ev_per_a": 3.14, "spin_multiplicity": 1, "species": ["C", "C", "N", "H", "H", "H", "H", "H", "H", "H", "H", "H", "H", "O", "H", "H", "O"], "coordinates": [[0.5627, -0.6557, 1.4277], [0.7239, -1.4630, 0.1240], [1.6660, -0.8338, -0.8264], [-0.4365, -1.0196, 1.8722], [1.3445, -0.9906, 2.1535], [0.6279, 0.4079, 1.3374], [1.1695, -2.3929, 0.3009], [-0.0984, -1.7521, -0.5503], [1.7586, -1.3752, -1.7248], [2.5293, -0.5837, -0.3278], [1.2373, 0.2518, -0.8514], [-4.1218, 0.9088, -0.2735], [-3.5968, 0.4083, 1.0472], [-3.4263, 1.0022, 0.3720], [0.5999, 1.6284, -1.9154], [1.2742, 2.3277, -0.5307], [0.7176, 1.5890, -0.8798]], "mulliken_charge": [-0.965, -0.507, -0.368, 0.243, 0.362, 0.352, 0.446, 0.355, 0.345, 0.370, 0.303, 0.321, 0.304, -0.619, 0.383, 0.369, -0.694]}

[3]
{"formula": "C2H12NO3", "method": "the ωB97M-V functional and the def2-TZVPD basis", "de_lowest_kj_mol": 94.0, "homo_ev": -15.23, "orbital_gap_ha": 0.4052, "total_charge": 1, "max_force_ev_per_a": 1.73, "spin_multiplicity": 1, "species": ["C", "C", "N", "H", "H", "H", "H", "H", "H", "H", "H", "O", "H", "H", "O", "H", "H", "O"], "coordinates": [[1.2794, 1.7330, -0.2602], [0.1328, 0.9290, 1.6900], [0.1976, 0.9906, 0.4229], [1.2872, 1.4255, -1.2957], [0.9859, 2.7842, -0.2262], [2.2293, 1.6023, 0.2360], [0.7443, 1.6348, 2.2431], [-0.4207, 0.1162, 2.1295], [-0.3171, 0.2973, -0.1447], [1.5053, -1.8755, -1.4872], [2.6349, -0.9242, -1.2215], [1.6771, -1.0135, -1.0896], [-1.8483, -1.0807, -1.9179], [-1.5854, 0.4165, -2.1399], [-1.4901, -0.2940, -1.4933], [-1.9488, -1.8964, 2.0919], [-2.2173, -1.7584, 0.6486], [-1.4822, -1.6739, 1.2719]], "mulliken_charge": [-1.004, -0.188, 0.128, 0.344, 0.402, 0.362, 0.340, 0.290, 0.364, 0.283, 0.288, -0.545, 0.293, 0.279, -0.623, 0.324, 0.296, -0.634]}

[4]
{"formula": "C2H12NO3", "method": "the ωB97M-V functional and the def2-TZVPD basis", "de_lowest_kj_mol": 113.2, "homo_ev": -13.50, "orbital_gap_ha": 0.3290, "total_charge": 1, "max_force_ev_per_a": 2.17, "spin_multiplicity": 1, "species": ["C", "C", "N", "H", "H", "H", "H", "H", "H", "H", "H", "O", "H", "H", "O", "H", "H", "O"], "coordinates": [[2.1679, 0.8304, -0.2601], [1.4669, 0.5675, 2.0533], [1.6010, 0.0952, 0.8642], [2.1667, 1.8922, -0.0639], [3.1978, 0.5047, -0.4082], [1.6228, 0.5883, -1.1661], [2.0726, 1.4346, 2.2758], [0.7685, 0.0143, 2.6774], [0.9619, -0.6836, 0.6139], [-0.9391, -1.9761, 3.3751], [-1.5354, -0.6444, 3.1209], [-0.9574, -1.2929, 2.6891], [-0.4089, -1.6698, -1.0068], [0.2622, -2.9596, -0.5800], [0.3720, -1.9959, -0.5416], [-4.5637, 2.2531, -4.2945], [-3.2159, 2.9175, -4.4994], [-3.6139, 2.0771, -4.2524]], "mulliken_charge": [-0.811, -0.119, 0.102, 0.368, 0.323, 0.288, 0.301, 0.308, 0.288, 0.335, 0.338, -0.677, 0.322, 0.308, -0.674, 0.330, 0.325, -0.655]}

[5]
{"formula": "C2H12NO3", "method": "the ωB97M-V functional and the def2-TZVPD basis", "de_lowest_kj_mol": 244.4, "homo_ev": -13.26, "orbital_gap_ha": 0.3547, "total_charge": 1, "max_force_ev_per_a": 2.77, "spin_multiplicity": 1, "species": ["C", "C", "N", "H", "H", "H", "H", "H", "H", "H", "H", "O", "H", "H", "O", "H", "H", "O"], "coordinates": [[0.0636, -1.5658, -0.8324], [0.9724, -2.2066, -0.0896], [0.0081, -0.1141, -1.1532], [-0.7857, -2.1486, -1.3147], [0.6239, -2.8726, 0.8037], [2.0280, -2.2448, -0.1471], [0.8460, 0.3660, -0.7174], [-0.9675, 0.4115, -0.8751], [0.0803, 0.1553, -2.1485], [-2.7297, 2.0770, -0.3743], [-1.7813, 1.4080, 0.7879], [-1.9453, 1.4757, -0.1961], [-1.9552, 1.4740, 2.9943], [-1.6474, 0.0686, 2.3695], [-1.4171, 0.9790, 2.3438], [2.7696, 1.6100, -0.8419], [3.2419, 0.4147, 0.0332], [2.5954, 0.7127, -0.6423]], "mulliken_charge": [-0.149, -0.635, -0.309, 0.361, 0.219, 0.337, 0.382, 0.426, 0.392, 0.321, 0.411, -0.694, 0.350, 0.345, -0.713, 0.299, 0.326, -0.668]}

[6]
{"formula": "C2H12NO3", "method": "the ωB97M-V functional and the def2-TZVPD basis", "de_lowest_kj_mol": 104.5, "homo_ev": -14.46, "orbital_gap_ha": 0.4214, "total_charge": 1, "max_force_ev_per_a": 1.53, "spin_multiplicity": 1, "species": ["C", "C", "N", "H", "H", "H", "H", "H", "H", "H", "H", "O", "H", "H", "O", "H", "H", "O"], "coordinates": [[-1.0242, 1.2852, -1.0186], [-1.4300, 1.2563, -2.2824], [-0.4459, 0.0124, -0.4529], [-0.7647, 2.1727, -0.4620], [-1.4015, 2.1806, -2.8515], [-1.9141, 0.3787, -2.6895], [-1.0567, -0.7915, -0.5396], [-0.1757, 0.1707, 0.5338], [0.4129, -0.1122, -0.9969], [-0.9375, 0.6786, 3.0665], [-0.6116, -0.7341, 2.5187], [-0.7375, 0.1984, 2.2498], [0.4367, -3.0753, 2.5360], [1.3201, -2.2009, 3.3206], [0.6572, -2.1276, 2.6379], [2.7262, -0.5424, -1.6823], [2.7379, 1.0176, -2.0234], [2.2085, 0.2327, -1.8642]], "mulliken_charge": [-0.152, -0.544, -0.164, 0.316, 0.250, 0.260, 0.381, 0.375, 0.341, 0.304, 0.356, -0.675, 0.332, 0.319, -0.664, 0.317, 0.309, -0.660]}

[7]
{"formula": "C2H12NO3", "method": "the ωB97M-V functional and the def2-TZVPD basis", "de_lowest_kj_mol": 36.0, "homo_ev": [-19.92, -18.82], "orbital_gap_ha": [0.4663, 0.1622], "total_charge": 2, "max_force_ev_per_a": 1.53, "spin_multiplicity": 2, "species": ["C", "O", "C", "N", "H", "H", "H", "H", "H", "H", "H", "H", "H", "H", "O", "H", "H", "O"], "coordinates": [[1.6597, -0.3673, -1.0989], [1.1092, 0.9076, -1.1345], [0.7863, -1.2224, -0.1496], [-0.6333, -1.3514, -0.6488], [2.7322, -0.3998, -0.9238], [1.4624, -0.7994, -2.1133], [1.7588, 1.6498, -1.1498], [1.1971, -2.2102, -0.0510], [0.7809, -0.7277, 0.8175], [-0.7155, -2.0410, -1.4034], [-0.8667, -0.4267, -1.0308], [-1.2770, -1.4868, 0.1416], [-1.7467, -0.5123, 2.6598], [-0.2830, -0.6791, 2.9043], [-0.8894, -0.3648, 2.2161], [-1.4099, 3.0466, 0.5284], [-1.7766, 1.6530, 0.9856], [-1.3990, 2.1216, 0.2220]], "mulliken_charge": [-0.372, -0.184, -0.393, -0.248, 0.474, 0.319, 0.421, 0.462, 0.204, 0.377, 0.346, 0.330, 0.338, 0.313, -0.627, 0.361, 0.352, -0.475]}

[8]
{"formula": "C2H12O3", "method": "the ωB97M-V functional and the def2-TZVPD basis", "de_lowest_kj_mol": 51.1, "homo_ev": -11.31, "orbital_gap_ha": 0.4375, "max_force_ev_per_a": 1.45, "spin_multiplicity": 1, "smiles": "CC.O.O.O", "species": ["C", "C", "H", "H", "H", "H", "H", "H", "O", "H", "H", "O", "H", "H", "O", "H", "H"], "coordinates": [[-0.6137, 1.0891, -2.4316], [-0.3503, 2.0684, -1.3392], [-1.6747, 1.0313, -2.6876], [-0.1363, 1.4267, -3.3539], [-0.2270, 0.0918, -2.2470], [-0.4827, 3.0892, -1.6865], [0.6901, 2.0188, -1.0047], [-0.9272, 1.9752, -0.4171], [-2.0182, 1.9060, 1.9956], [-2.6637, 1.2430, 1.7415], [-1.2967, 1.4762, 2.4569], [-2.7912, -3.8578, 2.7715], [-3.7348, -3.9918, 2.9205], [-2.5266, -3.4076, 3.5826], [6.1140, -2.1935, 0.2442], [6.3457, -2.6859, -0.5493], [6.2934, -1.2791, 0.0041]], "mulliken_charge": [-0.813, -0.701, 0.267, 0.264, 0.278, 0.262, 0.260, 0.199, -0.651, 0.318, 0.317, -0.640, 0.321, 0.319, -0.639, 0.320, 0.320]}

[9]
{"formula": "C2H12O3", "method": "the ωB97M-V functional and the def2-TZVPD basis", "de_lowest_kj_mol": 0.0, "homo_ev": -11.05, "orbital_gap_ha": 0.4291, "max_force_ev_per_a": 0.85, "spin_multiplicity": 1, "smiles": "CC.O.O.O", "species": ["C", "C", "H", "H", "H", "H", "H", "H", "O", "H", "H", "O", "H", "H", "O", "H", "H"], "coordinates": [[-1.2001, -0.4009, 1.4621], [-0.1711, 0.6616, 1.8234], [-2.1443, -0.1949, 1.9376], [-1.3932, -0.3663, 0.3905], [-0.8453, -1.3853, 1.7661], [-0.4733, 1.6307, 1.4260], [0.8248, 0.3745, 1.5020], [-0.2048, 0.8002, 2.8989], [-0.4391, 1.4417, -1.4046], [-0.2505, 1.1739, -2.3160], [0.4570, 1.2956, -1.0447], [2.0596, 0.2656, -1.2182], [2.7492, 0.2383, -0.5437], [1.8808, -0.6532, -1.4569], [0.0747, -1.5861, -1.7882], [-0.5041, -0.9351, -1.3719], [-0.4204, -2.3603, -2.0623]], "mulliken_charge": [-0.661, -0.779, 0.339, 0.071, 0.270, 0.252, 0.167, 0.361, -0.655, 0.298, 0.379, -0.650, 0.288, 0.329, -0.634, 0.342, 0.281]}

[10]
{"formula": "C2H12O3S", "method": "the ωB97M-V functional and the def2-TZVPD basis", "de_lowest_kj_mol": 56.4, "homo_ev": -8.56, "orbital_gap_ha": 0.3254, "max_force_ev_per_a": 1.02, "spin_multiplicity": 1, "smiles": "CSC.O.O.O", "species": ["C", "S", "C", "H", "H", "H", "H", "H", "H", "O", "H", "H", "O", "H", "H", "O", "H", "H"], "coordinates": [[0.6421, 0.6378, -1.9037], [-0.5730, 1.7494, -1.1876], [-0.3398, 1.6797, 0.5936], [1.6725, 0.8074, -1.5830], [0.6114, 0.7666, -2.9854], [0.4080, -0.4069, -1.7042], [0.1683, 2.5776, 0.9510], [-1.2841, 1.5891, 1.1161], [0.2691, 0.8501, 0.9578], [2.7916, -0.4385, 1.1172], [2.3473, 0.4148, 1.0437], [2.2653, -0.9923, 0.5256], [-1.9404, -0.8942, 1.3304], [-2.4585, -0.2103, 0.8912], [-2.4085, -1.3423, 2.0427], [-0.3314, -2.2604, -0.5172], [-0.7858, -1.7141, 0.1521], [-1.0539, -2.8134, -0.8403]], "mulliken_charge": [-0.680, -0.098, -0.824, 0.256, 0.306, 0.218, 0.358, 0.280, 0.165, -0.652, 0.331, 0.343, -0.658, 0.344, 0.278, -0.630, 0.389, 0.276]}

[11]
{"formula": "C2H12O3S", "method": "the ωB97M-V functional and the def2-TZVPD basis", "de_lowest_kj_mol": 116.5, "homo_ev": -8.44, "orbital_gap_ha": 0.3303, "max_force_ev_per_a": 2.15, "spin_multiplicity": 1, "smiles": "CSC.O.O.O", "species": ["C", "S", "C", "H", "H", "H", "H", "H", "H", "O", "H", "H", "O", "H", "H", "O", "H", "H"], "coordinates": [[-3.4296, -3.1759, 3.1066], [-2.9079, -1.6793, 2.2440], [-1.1505, -2.1943, 1.8723], [-2.8790, -3.1933, 4.0402], [-3.3877, -4.0562, 2.4738], [-4.4930, -3.0453, 3.3186], [-1.1845, -2.3161, 0.8015], [-0.5248, -1.3591, 2.2003], [-0.7797, -2.9545, 2.5491], [0.4429, 1.6696, -5.3129], [1.0622, 1.0397, -5.6602], [-0.4225, 1.5748, -5.7207], [3.1685, 2.9118, 0.2013], [3.4157, 3.2256, 1.0592], [3.9007, 2.2939, 0.0734], [2.7737, 3.8737, -2.7179], [3.6563, 4.1798, -2.5170], [2.7391, 3.2052, -2.0114]], "mulliken_charge": [-0.822, -0.080, -0.810, 0.282, 0.296, 0.284, 0.252, 0.295, 0.302, -0.631, 0.313, 0.317, -0.623, 0.303, 0.320, -0.625, 0.308, 0.317]}

[12]
{"formula": "C2H12O4", "method": "the ωB97M-V functional and the def2-TZVPD basis", "de_lowest_kj_mol": 225.7, "homo_ev": [-15.56, -14.86], "orbital_gap_ha": [0.4306, 0.1462], "total_charge": 1, "max_force_ev_per_a": 2.38, "spin_multiplicity": 2, "species": ["C", "O", "H", "H", "H", "H", "C", "O", "H", "H", "H", "H", "O", "H", "H", "O", "H", "H"], "coordinates": [[1.0342, 1.7312, -0.4329], [1.1676, 0.4044, 0.0336], [0.0766, 2.0556, -0.8401], [1.1524, 2.5248, 0.3049], [1.7317, 1.8173, -1.2660], [0.8798, -0.2683, -0.5878], [-1.7815, -1.2639, -1.6025], [-1.9766, -0.0524, -0.9147], [-0.7608, -1.4601, -1.9309], [-2.0755, -2.0546, -0.9122], [-2.3482, -1.3418, -2.5303], [-2.4750, -0.3642, -0.1557], [-0.9730, -1.6737, 1.5277], [-0.9403, -0.8684, 1.0113], [-1.4701, -2.2863, 0.9856], [3.2342, 1.1421, 2.2324], [3.1102, 1.1785, 3.1808], [2.4142, 0.7799, 1.8968]], "mulliken_charge": [-0.451, -0.137, 0.329, 0.317, 0.375, 0.341, -0.610, -0.450, 0.240, 0.261, 0.267, 0.377, -0.574, 0.308, 0.323, -0.559, 0.346, 0.296]}

[13]
{"formula": "C2H12O5", "method": "the ωB97M-V functional and the def2-TZVPD basis", "de_lowest_kj_mol": 78.8, "homo_ev": -10.09, "orbital_gap_ha": 0.3893, "max_force_ev_per_a": 1.66, "spin_multiplicity": 1, "smiles": "CC=O.O.O.O.O", "species": ["C", "C", "O", "H", "H", "H", "H", "O", "H", "H", "O", "H", "H", "O", "H", "H", "O", "H", "H"], "coordinates": [[-2.5301, 0.6668, -1.1053], [-1.0137, 0.5938, -1.1931], [-0.3052, 0.6508, -0.2233], [-2.9502, 0.0084, -0.3412], [-2.5774, 1.7044, -0.7767], [-2.9452, 0.3188, -2.0463], [-0.5839, 0.3778, -2.1945], [-1.8645, -5.4001, 3.1574], [-2.4105, -5.9544, 2.6100], [-1.4541, -4.8258, 2.5213], [0.7567, 1.2829, 2.5345], [0.9969, 0.9726, 1.6498], [0.3497, 2.1019, 2.2874], [2.9439, 0.6648, -0.1494], [3.8642, 0.8518, -0.2188], [2.8771, -0.2212, 0.1999], [2.2679, 1.9424, -2.6284], [2.2577, 1.4291, -1.8070], [2.3207, 2.8350, -2.2761]], "mulliken_charge": [-0.831, 0.085, -0.416, 0.287, 0.240, 0.293, 0.328, -0.630, 0.316, 0.314, -0.629, 0.347, 0.293, -0.616, 0.280, 0.317, -0.644, 0.363, 0.305]}

[14]
{"formula": "C2H12O5", "method": "the ωB97M-V functional and the def2-TZVPD basis", "de_lowest_kj_mol": 103.9, "homo_ev": -8.63, "orbital_gap_ha": 0.3362, "max_force_ev_per_a": 1.50, "spin_multiplicity": 1, "smiles": "C=CO.O.O.O.O", "species": ["C", "C", "O", "H", "H", "H", "H", "O", "H", "H", "O", "H", "H", "O", "H", "H", "O", "H", "H"], "coordinates": [[0.5127, -2.5285, 2.0471], [-0.0934, -1.3480, 1.9290], [-0.6330, -0.9714, 0.7393], [1.3231, -2.7459, 2.7192], [0.4073, -3.0925, 1.1214], [-0.3050, -0.6834, 2.7615], [-1.0835, -0.0995, 0.7981], [-2.6814, 0.8760, 0.8239], [-3.3309, 1.5313, 0.5544], [-3.1808, 0.0656, 0.7715], [0.2185, 2.3688, 0.1885], [0.8540, 1.6596, 0.3529], [0.3833, 2.6582, -0.7170], [2.1168, 1.5652, -2.3869], [2.5685, 1.4289, -3.2311], [1.8233, 0.6579, -2.1870], [0.6190, -0.8270, -2.1246], [0.1030, -0.8762, -2.9417], [0.6491, -1.7231, -1.8131]], "mulliken_charge": [-0.766, 0.088, -0.473, 0.272, 0.220, 0.320, 0.390, -0.632, 0.283, 0.306, -0.636, 0.315, 0.313, -0.626, 0.282, 0.372, -0.638, 0.302, 0.308]}